DFT (wB97M-V/def2-TZVPD) results for a cluster of 14 separate species, H27O14 in total.

XYZ file:
```
41
Properties=species:S:1:pos:R:3
H 1.626 2.977 1.629
H 4.223 1.798 -0.321
H -2.644 -2.547 0.726
H -4.864 -0.467 0.270
O -0.989 -1.268 -1.396
H -0.823 -0.619 0.714
H 2.839 2.618 2.918
O 1.341 -2.275 -1.418
O 3.021 -0.276 -2.134
H 3.888 2.338 1.757
H 0.550 -1.143 0.630
H -0.020 -1.804 -1.441
O -2.778 -0.023 -3.276
H 2.063 -2.464 1.557
O 3.390 2.998 2.376
H 4.763 0.687 0.438
H -0.036 1.012 -0.792
H 3.094 0.142 -1.139
H -4.097 2.052 0.814
O 2.166 -1.965 2.467
O 4.633 1.559 0.590
H 2.495 -1.130 -1.710
H -3.738 -1.596 1.444
H -4.110 3.053 -0.303
H 1.677 -2.876 -1.987
O -4.174 2.897 0.627
H 0.940 2.783 0.357
O -0.660 -3.377 0.240
H 0.209 0.926 -2.193
H -3.306 0.114 -0.025
H -1.645 -1.922 -1.410
H 0.024 -3.077 -0.550
H -1.989 0.453 -3.591
O -4.135 0.155 0.606
O 0.030 1.639 -1.494
O 1.394 3.414 0.783
H -0.004 -3.387 0.836
O 0.044 -0.365 1.039
H -2.532 -1.006 -3.203
H 2.711 -2.527 3.180
O -3.446 -2.413 1.165
```

Its frontier orbital gap is 9.784 eV. Its net charge is -1. The relative energy (zero: lowest compared OMol25 entry of this formula, charge and spin) is 132.26 kcal/mol.


DFT (wB97M-V/def2-TZVPD) results for a structure of composition H28KrO14.

XYZ file:
```
43
Properties=species:S:1:pos:R:3
H 14.763 10.742 4.363
O 15.220 17.465 8.030
H 12.762 17.128 3.370
O 12.865 12.617 7.436
H 13.788 13.446 2.732
H 17.468 15.272 3.016
O 14.212 10.789 5.144
H 16.223 14.416 2.930
H 18.401 14.467 7.121
H 10.654 14.648 5.184
H 11.440 17.494 2.728
O 17.177 14.361 2.977
H 17.376 14.175 8.196
O 11.924 16.754 3.097
H 17.122 12.898 4.341
O 12.400 12.285 3.536
H 18.602 16.738 5.368
H 16.133 15.979 9.064
H 17.389 15.848 9.899
H 14.397 18.286 4.413
H 15.884 10.838 7.423
O 18.058 13.760 7.668
O 18.376 16.100 6.045
H 14.999 17.760 7.146
O 15.727 11.761 7.623
H 13.710 12.375 7.813
H 15.238 17.097 3.999
O 17.246 12.115 4.877
H 11.979 13.014 3.992
O 14.378 14.137 2.430
H 17.868 16.598 6.685
O 14.501 17.638 3.716
H 11.337 15.355 4.033
H 17.002 11.389 4.302
O 16.681 15.334 9.510
H 12.911 11.841 4.213
H 14.670 13.844 1.567
Kr 14.637 14.885 5.576
O 10.856 14.557 4.253
H 12.852 13.573 7.469
H 14.401 17.540 8.520
H 16.571 12.186 7.468
H 14.746 11.254 5.788
```

Its frontier orbital gap is 9.701 eV. Its net charge is 0. The relative energy (zero: lowest compared OMol25 entry of this formula, charge and spin) is 19.67 kcal/mol.


DFT (wB97M-V/def2-TZVPD) results for a structure of composition H28LiO18PZr.

XYZ file:
```
49
Properties=species:S:1:pos:R:3
O 2.683 1.258 2.495
H 3.730 -0.462 -0.531
H 0.215 1.050 -2.715
O -0.012 -1.215 -0.965
H 1.763 -2.521 2.277
H 0.628 -1.621 -2.400
O -0.402 0.811 -3.415
Li 0.221 3.255 -0.444
H 1.751 1.025 2.455
H 2.523 -0.524 0.422
H 0.174 4.241 -2.899
H 1.136 -3.898 1.995
O 0.711 -1.947 -3.327
O -2.309 -2.461 -0.803
H -0.040 -2.534 -3.458
H -2.785 2.080 1.960
O 3.452 -0.241 0.364
O -3.092 -1.379 1.658
P 0.105 0.164 -0.259
H -1.584 1.137 1.813
H -0.102 -0.751 3.365
H 1.536 4.583 -2.298
H -2.397 -2.070 -1.687
O 0.166 -3.737 -0.500
H -3.322 -1.707 2.537
H 3.093 0.868 -2.258
O 2.628 1.702 -2.358
H -0.177 -4.574 -0.845
H -3.865 1.417 -0.316
O 1.069 3.865 1.214
H -2.348 1.209 -0.414
O 0.576 1.478 -0.806
H -2.968 -3.171 -0.777
O -0.772 -1.326 2.962
Zr -0.751 -1.970 0.790
H -0.563 -0.128 -3.295
H 1.672 3.128 1.413
O 1.006 -2.949 1.845
H -3.853 -0.847 1.391
H 0.978 -3.572 -1.010
O 0.708 4.129 -2.104
H 1.904 1.680 -1.689
O -1.225 0.022 0.491
H -1.489 -1.360 3.609
H 3.104 0.706 1.805
H 0.858 4.243 2.075
O -2.053 1.696 2.454
O -3.075 1.757 -0.747
O 0.792 -0.538 0.929
```

Its frontier orbital gap is 7.360 eV. Its net charge is +2. The relative energy (zero: lowest compared OMol25 entry of this formula, charge and spin) is 0.00 kcal/mol.


DFT (wB97M-V/def2-TZVPD) results for a cluster of 14 separate species, H28O14 in total.

XYZ file:
```
42
Properties=species:S:1:pos:R:3
H 4.092 0.408 -1.891
H -4.706 -3.194 0.479
O 3.945 -1.663 0.951
O -3.735 0.514 -1.586
O -3.831 1.720 2.932
H -1.023 -2.603 -2.281
O 4.809 -0.421 2.371
O -2.222 2.570 -1.375
H 1.634 -2.279 3.124
H 4.036 -1.760 -0.004
H 0.864 4.887 -2.099
O -3.949 -3.164 -0.117
H -2.207 -3.474 -2.665
O -1.244 -3.458 -2.668
H 0.347 2.793 0.698
H 0.924 -1.397 4.137
O 1.651 4.419 -1.800
H 1.330 -4.162 -3.301
H -3.899 0.759 2.935
H 2.992 -1.667 1.097
O 1.866 -3.413 -3.015
H 4.338 -0.666 3.176
H 5.293 1.119 -1.289
H 2.304 5.116 -1.670
H 4.263 0.273 1.983
H -4.202 -2.517 -0.785
H -1.068 3.184 0.305
H -0.598 -0.036 0.152
H -1.577 3.285 -1.353
H -2.524 -0.124 2.514
H 0.797 0.406 -0.259
H -2.991 0.876 -2.080
O 0.281 -0.379 -0.043
H -3.175 1.912 3.612
O -0.154 3.486 0.252
H -1.686 1.772 -1.442
H -4.473 1.088 -1.819
O 4.441 1.287 -1.707
H -1.070 -0.116 2.072
H 1.251 -2.671 -3.015
O -1.919 -0.531 1.884
O 0.796 -2.179 3.589
```

Its frontier orbital gap is 9.274 eV. Its net charge is 0. The relative energy (zero: lowest compared OMol25 entry of this formula, charge and spin) is 111.00 kcal/mol.


DFT (wB97M-V/def2-TZVPD) results for a cluster of 14 separate species, H28O14 in total.

XYZ file:
```
42
Properties=species:S:1:pos:R:3
O -0.565 -0.618 0.070
O -2.932 -2.886 -3.485
H -0.152 -1.100 -0.587
H 0.119 -0.811 0.765
H 1.458 -2.174 -2.425
O -1.388 3.689 1.273
O -4.080 1.672 -1.603
H -4.406 0.940 -2.115
H 3.456 0.839 -2.719
H 3.878 0.101 2.986
O 2.054 -1.488 -0.012
H -0.749 -2.542 0.934
H 3.878 1.376 -1.456
H -1.906 -0.029 1.174
H 1.699 0.127 -0.017
O 0.145 -2.388 1.274
O -2.418 0.830 1.432
H -0.627 3.185 1.376
H 2.768 -0.850 2.819
H 1.724 4.046 -0.690
O 3.653 0.505 -1.899
O -0.540 2.209 -1.257
H -1.003 2.572 -1.995
O 2.346 -2.598 -2.119
H 2.340 1.061 0.833
H 2.482 -2.346 -0.287
H -3.674 -2.280 -3.597
H 0.780 3.029 0.046
O 2.089 1.013 -0.039
H 0.403 2.234 -1.686
H 2.458 -1.200 0.825
H 2.124 -3.525 -2.170
H -3.357 -3.268 3.776
O 3.418 -0.541 3.522
H -2.743 -2.815 -2.594
H -1.252 4.563 1.691
H 0.573 -2.947 0.681
O 1.397 3.121 -0.607
H -1.807 1.211 2.052
O -3.383 -2.314 3.490
H -2.893 -2.358 2.724
H -3.937 1.319 -0.662
```

Its frontier orbital gap is 8.925 eV. Its net charge is 0. The relative energy (zero: lowest compared OMol25 entry of this formula, charge and spin) is 172.49 kcal/mol.


DFT (wB97M-V/def2-TZVPD) results for a cluster of 14 separate species, H28O14 in total.

XYZ file:
```
42
Properties=species:S:1:pos:R:3
O -23.115 -3.656 6.681
H -19.261 0.806 8.488
H -21.362 -6.894 8.584
H -16.575 -8.362 10.137
O -11.251 -1.354 5.990
O -17.190 -3.702 7.057
H -18.414 1.647 2.925
H -10.746 -1.174 6.783
O -17.803 -3.334 1.722
O -15.974 -4.660 12.762
H -14.823 -8.450 4.978
H -15.209 0.067 10.902
O -19.871 0.545 7.799
H -20.900 -2.647 11.557
H -18.565 1.480 4.422
H -12.032 -1.811 6.302
H -19.286 -6.927 3.858
O -16.162 -9.173 9.839
H -16.143 0.771 11.864
H -21.009 -8.339 8.861
O -18.163 2.042 3.760
O -20.276 -3.145 12.085
O -15.949 0.674 10.932
H -13.036 -4.313 10.230
O -20.869 -7.450 9.187
H -17.254 -4.051 7.946
O -15.707 -8.085 5.009
H -20.548 -6.308 4.419
H -20.735 0.613 8.206
H -22.561 -2.876 6.691
H -23.932 -3.365 6.275
H -16.821 -4.221 12.844
H -16.249 -9.151 8.886
H -15.399 -4.185 13.363
H -17.454 -2.786 7.140
O -20.194 -6.725 3.634
O -12.419 -4.385 9.502
H -11.608 -4.698 9.904
H -15.575 -7.146 5.139
H -17.667 -4.127 1.204
H -20.689 -4.000 12.203
H -18.209 -3.643 2.532
```

Its frontier orbital gap is 11.001 eV. Its net charge is 0. The relative energy (zero: lowest compared OMol25 entry of this formula, charge and spin) is 71.73 kcal/mol.